Here is a 15-piece molecular cluster, C90H168N6O24 overall at a distorted geometry from the OMol25 dataset. Energies are from the ωB97M-V functional and the def2-TZVPD basis.

Last column: Mulliken charge in e.
Positions of all 288 atoms, in Å:
C: 1.651 -7.734 -0.820  -1.3385
C: 0.324 -7.216 -1.332  1.6839
C: 0.179 -7.344 -2.848  -1.2258
C: -0.170 -8.783 -3.395  -0.7936
C: -1.385 -9.234 -2.645  -1.4227
C: -1.375 -9.154 -1.111  1.6783
N: -0.891 -7.800 -0.650  0.7639
O: -0.903 -7.584 0.731  -0.6725
C: -2.836 -9.220 -0.691  -2.0507
C: -0.677 -10.346 -0.559  -1.8667
C: 0.293 -5.636 -0.979  -2.4426
H: 1.641 -8.821 -0.732  0.2761
H: 1.956 -7.379 0.164  0.2457
H: 2.490 -7.530 -1.486  0.2227
H: -0.478 -6.557 -3.218  0.4747
H: 1.153 -7.014 -3.208  0.4153
H: 0.649 -9.497 -3.306  0.3494
H: -0.472 -8.785 -4.442  0.4147
H: -1.552 -10.271 -2.935  0.3846
H: -2.274 -8.780 -3.083  0.4758
H: -3.478 -8.445 -1.110  0.3427
H: -3.306 -10.160 -0.978  0.4685
H: -2.938 -9.315 0.390  0.6119
H: -0.473 -10.227 0.505  0.2750
H: -1.190 -11.271 -0.823  0.4549
H: 0.286 -10.402 -1.066  0.4179
H: 0.574 -5.448 0.057  0.5485
H: -0.686 -5.185 -1.143  0.4515
H: 0.993 -5.119 -1.635  0.3083
H: -1.790 -7.867 0.964  0.3512
C: 6.463 -4.062 -1.907  -1.8352
C: 5.099 -3.560 -2.434  1.7913
C: 4.830 -2.189 -1.722  -0.3679
C: 3.824 -1.245 -2.470  1.6533
C: 4.074 -1.183 -3.975  -0.9850
C: 4.384 -2.466 -4.761  2.0267
N: 5.184 -3.359 -3.894  0.4650
O: 5.634 -4.481 -4.543  -0.4985
C: 3.109 -3.134 -5.136  -1.5460
C: 5.076 -2.143 -6.056  -1.9422
C: 3.953 -4.421 -2.007  -1.2524
H: 6.670 -5.099 -2.170  0.4623
H: 6.611 -4.089 -0.828  0.1635
H: 7.316 -3.612 -2.415  0.4866
H: 4.372 -2.269 -0.736  -0.7726
H: 5.774 -1.663 -1.579  0.4632
H: 3.705 -0.229 -2.093  -0.3773
H: 2.804 -1.627 -2.425  -0.8795
H: 4.758 -0.377 -4.239  0.5309
H: 3.109 -0.802 -4.309  -0.3248
H: 3.314 -4.149 -5.477  0.3394
H: 2.537 -3.255 -4.216  0.1919
H: 2.420 -2.642 -5.822  0.2719
H: 5.217 -3.081 -6.594  0.5710
H: 4.665 -1.350 -6.682  0.1222
H: 6.074 -1.751 -5.858  0.4699
H: 4.035 -4.715 -0.961  0.1936
H: 4.149 -5.383 -2.481  0.7155
H: 2.994 -3.940 -2.200  -0.4069
H: 6.224 -4.168 -5.233  0.3764
C: -7.377 1.371 2.516  -1.7369
C: -6.516 2.446 1.767  1.5571
C: -6.756 3.813 2.450  -1.2584
C: -5.977 3.998 3.802  -1.1366
C: -4.483 3.746 3.618  -0.4045
C: -4.183 2.337 3.019  1.1988
N: -5.082 2.052 1.905  0.5784
O: -4.794 0.932 1.128  0.0412
C: -2.764 2.450 2.537  0.2743
C: -4.216 1.199 4.190  -1.3145
C: -7.018 2.599 0.258  -1.9531
H: -7.194 1.449 3.588  0.3092
H: -7.251 0.353 2.149  0.2685
H: -8.451 1.436 2.344  0.4724
H: -6.645 4.600 1.703  0.3916
H: -7.812 4.023 2.619  0.4575
H: -6.438 3.317 4.518  0.3924
H: -6.105 5.003 4.202  0.4955
H: -4.106 3.855 4.635  0.3392
H: -4.123 4.580 3.015  -0.0758
H: -2.107 2.789 3.337  -0.1027
H: -2.342 1.586 2.025  -0.6344
H: -2.634 3.196 1.753  -0.3761
H: -3.426 1.381 4.919  0.3580
H: -5.229 1.044 4.562  0.4029
H: -3.890 0.326 3.625  -0.1129
H: -6.449 3.290 -0.365  0.0593
H: -8.056 2.935 0.271  0.4762
H: -6.962 1.612 -0.202  0.5573
H: -4.959 0.217 1.746  0.1943
C: 3.840 3.895 2.663  -2.3566
C: 2.919 3.358 3.834  2.2721
C: 3.649 3.708 5.143  -1.2288
C: 2.679 3.788 6.306  -0.8013
C: 1.375 4.506 6.056  -1.3666
C: 0.609 4.071 4.831  1.8361
N: 1.565 4.046 3.691  0.2195
O: 0.963 3.745 2.467  2.3221
C: 0.004 2.722 5.062  -1.4644
C: -0.515 5.120 4.616  -1.7401
C: 2.900 1.791 3.676  -2.4503
H: 4.227 4.914 2.645  0.6101
H: 3.368 3.950 1.682  0.0295
H: 4.710 3.249 2.549  0.5712
H: 4.408 2.947 5.324  0.3595
H: 4.162 4.670 5.135  0.4822
H: 3.244 4.177 7.153  0.4813
H: 2.459 2.735 6.484  0.3090
H: 1.516 5.576 6.209  0.3338
H: 0.737 4.234 6.897  0.4173
H: 0.629 2.083 5.685  0.4607
H: -0.811 2.847 5.775  0.6915
H: -0.477 2.261 4.199  -0.6811
H: -1.030 4.881 3.685  0.0042
H: -1.214 5.194 5.450  0.5574
H: -0.052 6.095 4.461  0.3601
H: 2.308 1.481 2.815  -0.3635
H: 2.343 1.291 4.468  0.3982
H: 3.767 1.141 3.559  1.0818
H: 0.800 2.806 2.581  -1.0675
C: 6.396 -3.037 2.380  -1.6160
C: 5.457 -2.871 3.630  1.8534
C: 4.485 -1.591 3.446  -2.1387
C: 3.209 -1.832 2.680  3.3574
C: 2.511 -3.097 3.312  -1.7350
C: 3.422 -4.357 3.270  2.3622
N: 4.638 -4.013 3.999  0.2799
O: 5.468 -5.146 4.126  -0.4976
C: 2.769 -5.518 4.094  -2.4166
C: 3.565 -4.882 1.788  -1.0972
C: 6.377 -2.567 4.852  -2.0688
H: 7.345 -2.523 2.531  0.4827
H: 5.949 -2.568 1.504  0.1507
H: 6.586 -4.086 2.154  0.2977
H: 4.311 -1.131 4.418  0.2368
H: 4.935 -0.801 2.844  0.7120
H: 3.334 -2.028 1.615  -0.9246
H: 2.497 -1.007 2.696  -1.2364
H: 1.682 -3.241 2.619  0.1353
H: 2.073 -2.934 4.297  0.5083
H: 1.763 -5.691 3.711  0.3823
H: 3.403 -6.403 4.041  0.4916
H: 2.596 -5.306 5.149  0.4338
H: 4.111 -5.824 1.734  0.6066
H: 2.625 -5.193 1.333  0.0022
H: 4.194 -4.215 1.198  -0.0600
H: 7.089 -3.390 4.907  0.5319
H: 5.813 -2.455 5.778  0.4343
H: 6.943 -1.643 4.734  0.4067
H: 5.413 -5.239 5.080  0.3673
C: 0.558 0.792 -2.428  -1.1223
C: -0.266 1.223 -1.203  2.0236
C: -1.825 1.018 -1.470  -0.1986
C: -2.200 -0.484 -1.438  -1.4390
C: -1.878 -1.119 -0.077  0.3678
C: -0.431 -0.828 0.435  1.5775
N: 0.086 0.580 0.074  0.5432
O: 1.231 1.066 0.742  2.2526
C: -0.476 -0.899 2.032  -1.1684
C: 0.689 -1.862 -0.095  -0.7696
C: -0.112 2.716 -1.049  -0.9897
H: 0.223 1.299 -3.333  0.1004
H: 0.537 -0.282 -2.609  0.5434
H: 1.600 0.961 -2.156  -0.1608
H: -2.472 1.446 -0.704  0.3869
H: -2.180 1.479 -2.391  -0.6843
H: -1.582 -0.937 -2.214  0.2484
H: -3.260 -0.679 -1.598  0.5034
H: -1.957 -2.198 -0.209  -0.3334
H: -2.675 -0.890 0.631  0.1213
H: 0.423 -1.110 2.611  0.0774
H: -0.850 0.052 2.411  -0.4956
H: -1.127 -1.704 2.374  -0.3663
H: 0.634 -2.134 -1.149  0.3921
H: 1.690 -1.436 -0.031  -0.6946
H: 0.745 -2.772 0.503  0.1696
H: 0.909 3.000 -0.794  -0.3203
H: -0.616 3.143 -0.182  -0.6999
H: -0.366 3.283 -1.945  0.4440
H: 1.982 0.826 0.194  -0.6139
O: -0.969 8.750 -1.517  -0.6798
C: -1.608 7.942 -0.851  0.2162
O: -1.384 6.646 -0.984  0.3880
C: -2.235 5.912 -0.073  1.6878
C: -2.741 6.952 0.929  -0.3461
C: -2.705 8.261 0.166  -1.0607
H: -1.610 5.170 0.423  -0.5893
H: -3.054 5.418 -0.596  -0.9565
H: -2.136 6.999 1.835  0.0411
H: -3.721 6.619 1.273  0.4855
H: -2.629 9.172 0.760  0.3817
H: -3.629 8.399 -0.395  0.3670
O: -0.105 2.788 -5.712  -0.3719
C: 0.565 2.076 -6.444  -0.1366
O: 0.597 2.230 -7.754  -0.3960
C: 1.259 1.132 -8.389  -0.6381
C: 1.606 0.125 -7.294  -0.0207
C: 1.478 0.959 -5.999  1.0417
H: 2.126 1.535 -8.912  0.3539
H: 0.611 0.629 -9.107  0.2848
H: 2.672 -0.099 -7.349  -0.3101
H: 1.000 -0.780 -7.279  0.3891
H: 2.400 1.462 -5.706  0.2574
H: 1.101 0.424 -5.127  -0.4517
O: -1.343 -0.396 6.232  -0.4748
C: -2.014 -1.378 6.257  0.2265
O: -2.475 -1.893 7.360  -0.4092
C: -3.289 -2.979 7.045  -0.7456
C: -2.887 -3.432 5.653  -0.2406
C: -2.411 -2.171 5.038  1.7602
H: -4.299 -2.571 7.098  0.3176
H: -2.999 -3.764 7.743  0.3557
H: -3.747 -3.911 5.184  0.0504
H: -2.045 -4.123 5.693  0.3183
H: -3.199 -1.688 4.460  -0.5212
H: -1.507 -2.275 4.438  -0.5557
O: -5.441 5.135 -1.685  -0.5789
C: -4.938 4.621 -2.649  0.2170
O: -4.674 5.312 -3.810  -0.4052
C: -4.046 4.420 -4.801  0.1556
C: -4.087 3.050 -4.168  -0.1496
C: -4.331 3.255 -2.720  1.2562
H: -3.009 4.757 -4.801  -0.3773
H: -4.568 4.459 -5.757  0.3675
H: -3.086 2.628 -4.258  0.0522
H: -4.867 2.446 -4.631  0.0172
H: -3.454 3.260 -2.073  -0.8717
H: -4.986 2.525 -2.244  0.3005
O: -3.800 -7.833 2.338  -0.6805
C: -3.868 -6.625 1.984  0.5175
O: -3.519 -6.180 0.827  -0.1602
C: -3.781 -4.743 0.709  -0.3808
C: -3.518 -4.352 2.173  0.3390
C: -4.187 -5.522 2.849  -0.6652
H: -4.823 -4.528 0.472  0.2843
H: -3.311 -4.115 -0.047  0.1232
H: -4.026 -3.434 2.467  0.1246
H: -2.469 -4.261 2.454  0.0472
H: -5.266 -5.403 2.951  0.3124
H: -3.865 -5.754 3.863  0.2692
O: 3.707 1.809 -0.646  -0.4007
C: 4.189 2.895 -0.864  0.0145
O: 5.296 3.404 -0.450  -0.3723
C: 5.688 4.574 -1.133  -0.3590
C: 4.874 4.722 -2.353  -0.6901
C: 3.661 3.834 -2.088  0.6282
H: 6.735 4.555 -1.436  0.3220
H: 5.500 5.449 -0.511  0.2060
H: 5.308 4.386 -3.294  0.3759
H: 4.556 5.758 -2.473  0.2927
H: 3.193 3.335 -2.936  0.2872
H: 2.809 4.345 -1.639  -0.6619
O: 0.641 6.851 -7.027  -0.6397
C: 0.283 6.816 -5.852  0.5100
O: 1.181 6.675 -4.804  -0.4178
C: 0.453 6.604 -3.556  0.0658
C: -0.891 5.987 -3.999  0.8191
C: -1.119 6.814 -5.264  -0.7007
H: 0.320 7.602 -3.139  0.2622
H: 1.117 6.145 -2.823  -0.3335
H: -1.759 6.127 -3.354  0.1449
H: -0.808 4.932 -4.257  -0.3004
H: -1.504 7.801 -5.010  0.4507
H: -1.820 6.422 -6.002  0.3168
O: -7.273 0.477 -3.274  -0.5278
C: -6.606 -0.192 -4.086  0.4900
O: -7.034 -0.606 -5.396  -0.3942
C: -6.066 -1.322 -6.123  -0.4293
C: -4.783 -0.847 -5.417  -0.6485
C: -5.212 -0.786 -3.926  0.6202
H: -5.946 -1.086 -7.180  0.3671
H: -6.151 -2.406 -6.052  0.2485
H: -4.464 0.150 -5.717  0.1985
H: -3.860 -1.403 -5.582  0.4963
H: -4.585 -0.150 -3.302  -0.6509
H: -5.212 -1.812 -3.556  0.3783
O: 3.818 7.545 -0.588  -0.6413
C: 3.172 7.246 0.398  0.2145
O: 3.528 7.658 1.669  -0.4385
C: 2.476 7.281 2.587  0.3263
C: 1.223 7.158 1.706  0.5087
C: 1.788 6.678 0.364  1.1549
H: 2.280 7.998 3.384  0.4333
H: 2.653 6.356 3.136  -0.4422
H: 0.806 8.156 1.571  0.6543
H: 0.430 6.525 2.104  -0.7401
H: 1.341 7.067 -0.551  -0.4670
H: 1.897 5.603 0.219  -0.5058

- relative energy (zero: lowest compared OMol25 entry of this formula, charge and spin) (eV) = 0.000
- HOMO-LUMO gap (eV) = 7.42
- multiplicity = 1
- highest occupied orbital energy (Eh) = -0.2796